# 1
C23H37BrGeN2PtS as an isolated structure, computed with wB97M-V/def2-TZVPD.

Cartesian coordinates (Å):
Pt -0.6729 0.4427 0.4341
Br -1.2070 2.0623 2.4465
C -2.2959 0.7412 3.2622
C -3.1160 1.1341 4.3187
C -3.8627 0.1689 4.9673
C -3.7635 -1.1779 4.5706
C -2.9278 -1.5575 3.5032
C -2.8159 -2.9019 3.1303
C -1.9667 -3.2786 2.0733
C -1.2523 -2.3187 1.3799
C -1.3664 -0.9531 1.7017
C -2.1800 -0.5698 2.7969
H -3.1613 2.1686 4.6358
H -4.5122 0.4492 5.7871
H -4.3340 -1.9366 5.0948
H -3.3797 -3.6561 3.6682
H -1.8713 -4.3241 1.8063
H -0.6034 -2.6433 0.5763
C 1.1170 -3.0792 -1.9307
C 2.5979 -2.9949 -1.5788
C 3.2176 -1.6015 -1.7455
C 2.3213 -0.4002 -1.5824
Ge 1.6542 -0.4314 0.3458
C 2.8700 0.9511 1.2791
C 4.2976 0.4761 1.1872
C 4.7639 -0.3437 2.3858
C 4.5714 -1.8501 2.2367
H 0.7419 -4.0882 -1.7663
H 0.9291 -2.8293 -2.9776
H 0.4987 -2.3989 -1.3212
H 3.1548 -3.6856 -2.2120
H 2.7741 -3.3589 -0.5642
H 3.5676 -1.4645 -2.7915
H 4.1419 -1.5074 -1.1672
H 1.4061 -0.4310 -2.1768
H 2.8251 0.5579 -1.7030
H 1.7033 -1.8084 1.0098
H 2.4358 0.9054 2.2878
H 2.6642 1.9149 0.8174
H 4.8760 1.4087 1.0494
H 4.5325 -0.0760 0.2622
H 4.3013 0.0248 3.3038
H 5.8309 -0.1254 2.5040
H 3.5207 -2.1335 2.3779
H 5.1366 -2.3946 2.9892
H 4.8962 -2.2055 1.2558
C -4.4163 0.3801 -2.0316
C -2.9207 0.1639 -2.1880
N -2.3059 1.2173 -3.0252
C -1.4437 2.1649 -2.7094
S -0.4077 2.1915 -1.2853
N -1.2339 3.1885 -3.5391
C -0.3611 4.3852 -3.4765
C -1.2024 5.6525 -3.6403
H -4.8309 -0.3835 -1.3739
H -4.9270 0.2882 -2.9914
H -4.6386 1.3625 -1.6129
H -2.7039 -0.7937 -2.6597
H -2.4237 0.1730 -1.2167
H -2.7849 1.3391 -3.9133
H -1.8268 3.1927 -4.3710
H 0.3450 4.2819 -4.3041
H 0.2049 4.3743 -2.5528
H -1.5271 5.7852 -4.6714
H -0.5800 6.5077 -3.3788
H -2.0741 5.6485 -2.9866

net charge = +4
calculated total energy = -6174.83354 hartree
HOMO energy (alpha / beta) = -20.16 / -20.85 eV
⟨S²⟩ = 6.082
2S+1 = 5
largest force on an atom = 0.6 eV/Å

Löwdin population analysis, charges in e, atoms 1 to 8: number 1, Pt, carries 0.5592; number 2, Br, carries 0.9824; number 3, C, carries -0.4997; number 4, C, carries -0.0265; number 5, C, carries 0.0546; number 6, C, carries 0.1189; number 7, C, carries -0.1376; number 8, C, carries 0.1083



# 2
A 2-piece molecular cluster, C23H37F3N3O3S overall in a non-equilibrium geometry, computed with wB97M-V/def2-TZVPD.

Cartesian coordinates (Å):
C 3.4494 -0.7973 0.3963
C 2.4632 -0.3189 0.8907
C 1.3192 0.4218 1.3878
N 0.0142 -0.1513 1.0255
C -0.4891 -1.4250 1.3141
S 0.3583 -2.7247 2.1803
C 1.1350 -1.9962 3.5743
O -0.6481 -3.6198 2.6795
O 1.3675 -3.2820 1.3309
C -1.7632 -1.4714 0.8338
C -2.7187 -2.6053 0.9468
C -2.6399 -3.5784 -0.2648
C -1.9431 -4.8411 0.0645
F -2.6069 -5.7359 0.8090
C -0.7046 -5.1252 -0.3021
F -0.0063 -6.1113 0.1664
F -0.0379 -4.4505 -1.2081
N -2.0105 -0.2405 0.2540
C -3.2535 0.2903 -0.3771
C -4.1018 1.0153 0.6876
C -4.0757 -0.6919 -1.1973
C -3.3875 -1.2335 -2.4589
C -0.9274 0.5395 0.3956
C -0.8445 1.9593 -0.0368
C -0.5242 2.2104 -1.5386
C -0.2179 0.9831 -2.3922
C 1.2051 0.4446 -2.1038
C -0.3325 1.3754 -3.8715
H 4.3118 -1.3067 0.0349
H 1.3805 1.4254 0.9694
H 1.3459 0.5369 2.4707
H 0.4053 -1.5086 4.2170
H 1.9287 -1.3203 3.2774
H 1.5752 -2.8355 4.1093
H -2.4247 -3.1628 1.8302
H -3.7315 -2.2602 1.1303
H -3.6296 -3.7574 -0.6840
H -2.0567 -3.1195 -1.0610
H -2.9015 1.0343 -1.0887
H -4.2146 2.0647 0.4164
H -5.1034 0.6001 0.7563
H -3.6175 1.0076 1.6616
H -4.5084 -1.4832 -0.5921
H -4.9293 -0.1003 -1.5311
H -3.6966 -0.6731 -3.3374
H -3.6734 -2.2681 -2.6337
H -2.3022 -1.2250 -2.3881
H -0.1522 2.5087 0.5935
H -1.8203 2.3940 0.1759
H -1.3230 2.7982 -1.9922
H 0.3615 2.8456 -1.5794
H -0.9475 0.1901 -2.2303
H 1.1981 -0.6138 -1.8482
H 1.8454 0.6066 -2.9680
H 1.6805 0.9870 -1.2856
H -0.0327 0.5254 -4.4824
H -1.3734 1.5840 -4.1234
H 0.2966 2.2364 -4.0865
C 4.4279 4.5410 -0.0629
C 4.0689 3.1658 0.4431
O 3.2400 2.4621 -0.1244
N 4.7052 2.7194 1.5525
C 5.7092 3.4026 2.3508
H 3.8389 4.7424 -0.9519
H 4.2072 5.3004 0.6877
H 5.4854 4.5962 -0.3212
H 4.4336 1.7876 1.8262
H 6.6374 2.8309 2.3597
H 5.3638 3.5146 3.3790
H 5.9128 4.3869 1.9450

net charge = +1
calculated total energy = -1986.04918 hartree
HOMO energy = -11.36 eV
largest force on an atom = 1.3 eV/Å

natural (NBO) population analysis, charges in e, atoms 1 to 8: number 1, C, carries -0.1030; number 2, C, carries -0.0931; number 3, C, carries -0.3079; number 4, N, carries -0.2830; number 5, C, carries -0.2233; number 6, S, carries 2.2038; number 7, C, carries -0.8952; number 8, O, carries -0.9283



# 3
C23H37O3Ru as an isolated structure in a non-equilibrium geometry, computed with wB97M-V/def2-TZVPD.

Cartesian coordinates (Å):
O 0.3748 0.2777 -5.6437
C 0.2907 1.5719 -6.3223
C 0.0980 0.9640 -7.7106
H 1.2386 2.1134 -6.2178
H -0.5674 2.1685 -5.9860
C 0.2695 -0.3745 -6.9386
H 0.9177 1.1664 -8.4077
H -0.9055 1.0962 -8.1283
C 1.5272 -1.0727 -7.3972
H 2.3891 -0.3925 -7.4289
H 1.3491 -1.4277 -8.4247
H 1.7632 -1.9403 -6.7714
C -0.9323 -1.2684 -7.0676
H -1.8534 -0.7372 -6.8009
H -0.8155 -2.1565 -6.4389
H -1.0134 -1.5912 -8.1151
Ru -0.5082 -0.3627 2.1697
C -2.3399 -0.6158 3.1081
C -2.0709 0.7968 3.2536
C -1.9888 1.3650 1.9431
H -1.9508 1.3376 4.1869
C -2.2293 0.3323 0.9771
C -2.4399 -0.9022 1.6925
H -2.6577 -1.8695 1.2555
H -2.5297 -1.3130 3.9190
H -1.7712 2.4061 1.7231
H -2.3106 0.4678 -0.0991
C 1.2325 -1.5881 3.7396
C 0.1422 -2.1598 2.9079
C 0.4978 -1.9579 1.5087
H -0.5748 -2.8899 3.2703
C 1.7220 -1.1640 1.4997
C 2.1738 -1.0163 2.8108
H 3.0859 -0.5167 3.1271
H 1.4545 -1.9818 4.7236
H 0.0450 -2.4595 0.6603
H 2.2224 -0.8483 0.5893
O 0.4974 0.5666 -0.4669
C 0.0785 -0.2289 -1.5990
C -0.2447 0.7440 -2.7163
H -0.7862 -0.8363 -1.3029
H 0.9016 -0.9100 -1.8680
C 0.6114 1.9674 -2.3692
H -1.3080 1.0052 -2.6693
H -0.0307 0.3289 -3.6984
C 0.5933 1.9603 -0.8472
H 0.2558 2.8992 -2.8103
H 1.6391 1.7866 -2.7075
H -0.2909 2.4965 -0.4562
H 1.4979 2.3706 -0.3794
C 1.4892 -0.4262 6.7336
C 0.3095 0.1032 5.9302
C -0.9570 -0.6384 6.3295
C 0.1272 1.5862 6.2182
O 0.5243 0.0169 4.5459
H 1.3484 -0.1760 7.7949
H 2.4144 0.0367 6.3758
H 1.5564 -1.5141 6.6444
H -1.0813 -0.5919 7.4181
H -1.8341 -0.1771 5.8631
H -0.9013 -1.6885 6.0262
H 1.0106 2.1318 5.8779
H -0.7431 1.9652 5.6780
H -0.0122 1.7649 7.2878

net charge = +1
ΔE to the lowest compared entry with this formula, charge and spin = 0.0 kJ/mol
calculated total energy = -1218.68221 hartree
HOMO energy (alpha / beta) = -9.52 / -11.73 eV
⟨S²⟩ = 6.057
2S+1 = 5
largest force on an atom = 5.9 eV/Å

natural (NBO) population analysis, charges in e, atoms 1 to 8: number 1, O, carries -0.5684; number 2, C, carries -0.0640; number 3, C, carries -0.4590; number 4, H, carries 0.1808; number 5, H, carries 0.1790; number 6, C, carries 0.2713; number 7, H, carries 0.2164; number 8, H, carries 0.2143



# 4
C23H38BeBr2Cl2ILiNNa2O10PS as an isolated structure in a non-equilibrium geometry, computed with wB97M-V/def2-TZVPD.

Cartesian coordinates (Å):
C -4.8522 -1.2312 -0.0978
C -3.7610 -2.0896 0.7629
N -2.9257 -2.9963 -0.0813
C -1.5632 -2.3986 -0.3641
O -1.7279 -0.9788 -0.5933
C -1.9630 -0.6592 -1.9885
C -0.4836 -2.7537 0.8291
C -1.1589 -4.0166 1.6250
C -0.0944 -4.6827 2.6642
C 0.2782 -3.7174 3.8881
I -1.2288 -3.9301 5.4500
O 0.7936 -3.2478 0.3462
C 1.6182 -2.2414 -0.2638
C 3.1434 -2.5834 0.1168
C 4.2337 -1.6982 -0.6372
O 4.0208 -0.6940 -1.3447
Br 6.1628 -2.2113 -0.3931
O 1.2199 -0.8746 -0.0519
C 1.7759 -0.3032 1.1290
O 1.7679 -0.8034 2.2762
C 2.4277 1.1598 0.9929
C 2.5569 1.9288 -0.3499
C 3.1868 3.3488 -0.4923
C 3.6974 4.0082 0.8188
C 3.5704 3.3238 2.2346
C 2.9338 1.8876 2.2947
P 1.4918 -2.5253 -2.1767
S 0.9438 -4.3653 -2.6167
H -4.4351 -0.1817 -0.2591
H -5.0657 -1.7806 -1.0934
H -5.8518 -1.1671 0.4507
H -4.4077 -2.7823 1.4317
H -3.1667 -1.4359 1.4920
H -3.3490 -3.0807 -1.0281
H -1.2465 -2.8839 -1.3947
H -2.3679 -1.5211 -2.6193
H -2.7864 0.1554 -1.9978
H -1.0227 -0.1602 -2.4058
H -0.4126 -1.9260 1.6223
H -1.4245 -4.8842 0.8968
H -2.0469 -3.6911 2.2660
H 0.8968 -5.0443 2.1322
H -0.6154 -5.6090 3.1016
H 0.3930 -2.6291 3.5635
H 1.2851 -4.0198 4.3606
H 3.3221 -3.6785 -0.2211
H 3.3107 -2.5857 1.2524
H 2.1962 1.4348 -1.3166
H 3.2674 3.8206 -1.5302
H 4.1930 5.0489 0.7437
H 3.9400 3.8367 3.1983
H 2.8126 1.3488 3.2955
H 0.5326 -1.6274 -2.7814
H 2.7296 -2.3031 -2.8541
Li -0.9823 -4.3914 -0.9634
O 4.2877 6.2181 -0.9351
H 5.0212 5.9394 -1.4706
Na 2.6039 6.1823 1.3738
C -1.8774 4.1800 -0.6452
C -0.8380 5.2138 -0.2247
O -0.2779 5.8380 -1.1674
O -0.6651 5.3178 1.0166
H -1.9796 4.1386 -1.7323
H -1.5816 3.1901 -0.2873
H -2.8492 4.4352 -0.2157
O -3.2547 -6.2404 0.4473
H -3.8653 -5.6484 0.8727
Cl 1.6183 5.7846 -4.2416
C 0.9219 7.3638 -3.7864
C 0.2441 8.0461 -4.9560
Cl 1.4126 8.5814 -6.1912
H 1.7209 7.9790 -3.3692
H 0.1936 7.1689 -2.9934
H -0.2809 8.9377 -4.6089
H -0.4819 7.3894 -5.4384
Be 4.5746 8.6900 0.6696
C -5.2433 -6.1887 3.1082
O -5.8148 -6.0161 1.9249
H -5.1337 -7.2278 3.4693
H -4.2038 -5.8152 3.2278
H -5.7345 -5.7146 3.9814
Na 3.9490 5.6101 -3.5953
Br 1.7721 -6.2705 2.4479

calculated total energy = -9158.17451 hartree
HOMO energy = -6.13 eV
largest force on an atom = 5.8 eV/Å

Löwdin population analysis, charges in e, atoms 1 to 8: number 1, C, carries -0.0793; number 2, C, carries -0.2252; number 3, N, carries -0.0471; number 4, C, carries -0.3443; number 5, O, carries -0.1817; number 6, C, carries -0.0914; number 7, C, carries -0.2022; number 8, C, carries -0.1277



# 5
A 4-piece molecular cluster, C23H38F5N4O overall in a non-equilibrium geometry, computed with wB97M-V/def2-TZVPD.

Cartesian coordinates (Å):
C -3.6504 3.8603 1.3771
C -3.0665 3.5042 -0.0168
C -3.6511 4.5548 -0.9850
C -1.5579 3.6844 -0.0945
C -0.7475 2.5783 0.6216
C 0.0706 3.1416 1.7767
F 1.2484 3.5410 1.2635
F -0.4807 4.1989 2.3659
C 0.4379 2.1483 2.8977
F 1.4068 2.7024 3.6154
F 0.9044 1.0263 2.4388
F -0.5353 1.9394 3.7256
C -1.6380 1.3777 0.9932
C -2.7337 1.0338 -0.0141
C -3.6591 0.0221 0.6760
C -2.1533 0.3019 -1.2647
N -3.5212 2.1996 -0.5097
O -4.7868 2.0488 -0.4869
H -2.8272 3.9869 2.0723
H -4.2134 4.7797 1.3252
H -4.3163 3.0877 1.7467
H -4.7300 4.5376 -0.9522
H -3.3601 4.2933 -2.0017
H -3.2478 5.5367 -0.7591
H -1.3487 4.6853 0.2640
H -1.2972 3.6760 -1.1483
H -0.0245 2.2091 -0.0940
H -2.0884 1.4529 1.9798
H -0.9954 0.5060 1.0334
H -4.3091 0.4908 1.4075
H -4.1772 -0.6055 -0.0272
H -2.9950 -0.6380 1.2331
H -2.7081 0.6670 -2.1248
H -1.0999 0.5259 -1.4251
H -2.3356 -0.7690 -1.2482
C 3.3248 0.6465 0.9680
C 4.4883 -0.2125 0.4809
C 5.1023 0.2968 -0.8227
C 4.1582 0.2358 -1.9379
N 3.4103 0.1977 -2.8092
H 2.4970 0.6423 0.2551
H 2.9513 0.2649 1.9126
H 3.6394 1.6816 1.1212
H 4.1527 -1.2406 0.3545
H 5.2628 -0.2251 1.2426
H 5.9760 -0.3100 -1.0690
H 5.4535 1.3230 -0.6986
C -1.6125 -2.8137 -4.7241
C -3.0403 -3.3336 -4.8528
C -4.0542 -2.4944 -4.0692
C -3.8137 -2.5431 -2.6296
N -3.6072 -2.5689 -1.5001
H -1.2641 -2.8557 -3.6908
H -0.9339 -3.4176 -5.3263
H -1.5388 -1.7802 -5.0677
H -3.0813 -4.3724 -4.5197
H -3.3285 -3.3262 -5.9056
H -5.0629 -2.8623 -4.2657
H -4.0248 -1.4567 -4.4072
C 3.8170 -3.9694 3.5032
C 4.5168 -4.9963 2.6194
C 5.9945 -4.6712 2.3794
C 6.1701 -3.4238 1.6389
N 6.3039 -2.4351 1.0700
H 3.8092 -2.9820 3.0379
H 2.7813 -4.2616 3.6756
H 4.3100 -3.8864 4.4737
H 3.9932 -5.0714 1.6645
H 4.4531 -5.9770 3.0943
H 6.4582 -5.4806 1.8126
H 6.5255 -4.6068 3.3307

ΔE to the lowest compared entry with this formula, charge and spin = 61.2 kJ/mol
calculated total energy = -1692.69914 hartree
HOMO energy (alpha / beta) = -8.19 / -9.36 eV
⟨S²⟩ = 0.754
2S+1 = 2
largest force on an atom = 2.3 eV/Å

Löwdin population analysis, charges in e, atoms 1 to 8: number 1, C, carries 0.0134; number 2, C, carries -0.4792; number 3, C, carries -0.0398; number 4, C, carries -0.0659; number 5, C, carries -0.1494; number 6, C, carries -0.4416; number 7, F, carries 0.1295; number 8, F, carries 0.1459



# 6
C23H38IN3O9PRuSSb as an isolated structure, computed with wB97M-V/def2-TZVPD.

Cartesian coordinates (Å):
Ru -0.1565 1.8954 0.8460
N 0.2212 3.8323 1.5778
C -1.0486 4.5717 1.5581
C -1.9099 3.9971 0.4605
O -3.1592 4.3303 0.5553
O -1.4406 3.2523 -0.4022
H 0.6947 3.9897 2.4599
H 0.8496 4.1469 0.8386
H -0.9313 5.6490 1.4168
H -1.5701 4.3991 2.4966
I -3.5424 -1.3368 -6.8996
C -2.4448 -0.6736 -5.2601
C -3.0764 -0.5156 -4.0322
C -2.3389 -0.0805 -2.9455
C -0.9854 0.2068 -3.0789
C -0.3635 0.0476 -4.3126
C -1.0918 -0.3964 -5.4044
C -0.2121 0.6458 -1.8897
O -0.6924 0.5056 -0.7563
O 0.9581 1.1283 -2.1574
H -4.1309 -0.7315 -3.9304
H -2.8079 0.0371 -1.9769
H 0.6904 0.2669 -4.4124
H -0.6087 -0.5248 -6.3629
C 4.4922 -4.0070 -3.5941
C 3.8697 -2.9345 -2.7420
C 2.4839 -2.7878 -2.6818
C 1.9001 -1.7890 -1.9195
C 2.7037 -0.9098 -1.2035
C 4.0805 -1.0471 -1.2360
C 4.6529 -2.0543 -2.0037
S 1.7485 -2.6787 1.3068
C 2.2564 -4.2450 0.6262
O 0.2485 -2.6510 1.2007
H 3.9891 -4.9646 -3.4559
H 5.5465 -4.1387 -3.3562
H 4.4194 -3.7511 -4.6526
H 1.8516 -3.4678 -3.2421
H 0.8234 -1.7001 -1.8538
H 4.6970 -0.3730 -0.6542
H 5.7314 -2.1550 -2.0264
H 1.9958 -4.2752 -0.4317
H 1.7674 -5.0526 1.1693
H 3.3386 -4.3084 0.7426
N -2.3182 -1.8138 2.0861
C -2.8076 -0.7761 1.1192
P -3.0957 0.7620 2.1424
O -3.2413 0.1838 3.5160
O -2.0369 1.8103 1.8908
C -4.6727 1.4412 1.5337
N -4.5695 2.0755 0.2007
H -2.5387 -1.4038 3.0278
H -1.3025 -1.9772 1.9749
H -2.7851 -2.7090 1.9719
H -3.7465 -1.1172 0.6839
H -2.0725 -0.6474 0.3341
H -4.9789 2.1884 2.2685
H -5.4106 0.6351 1.5684
H -5.4947 2.2003 -0.1959
H -4.0456 1.4987 -0.4503
H -3.7354 3.5574 0.2125
O 1.5870 2.2517 -0.1758
C 1.9781 1.3450 -0.9967
O 2.1272 0.0647 -0.4014
H 2.8618 1.5962 -1.5907
C 0.2242 -0.7715 4.0938
Sb 0.9044 0.8801 2.9305
C 0.5948 2.3359 4.4625
C 3.0125 0.6329 3.0598
H 0.8299 -0.8130 4.9986
H 0.3151 -1.7146 3.5616
H -0.8138 -0.5876 4.3740
H 0.7115 1.8741 5.4417
H -0.4184 2.7276 4.3733
H 1.3175 3.1499 4.3890
H 3.3624 0.8726 4.0626
H 3.4825 1.2917 2.3317
H 3.2766 -0.3960 2.8208

net charge = +1
ΔE to the lowest compared entry with this formula, charge and spin = 0.0 kJ/mol
calculated total energy = -3112.92808 hartree
HOMO energy (alpha / beta) = -10.10 / -10.10 eV
⟨S²⟩ = 0.754
2S+1 = 2
largest force on an atom = 0.4 eV/Å

Löwdin population analysis, charges in e, atoms 1 to 8: number 1, Ru, carries 0.8779; number 2, N, carries -0.0580; number 3, C, carries -0.1128; number 4, C, carries -0.5473; number 5, O, carries 0.1206; number 6, O, carries 0.0109; number 7, H, carries 0.0781; number 8, H, carries 0.1081